Computed, not measured: a cluster of 7 separate species, C39H52BBrF13N4O29P2 in total at a distorted geometry, with ωB97M-V/def2-TZVPD.

Geometry as XYZ:
```
141
Properties=species:S:1:pos:R:3:forces:R:3
C -0.8787 -2.4975 5.7426 -0.1 0.1 0.3
C -1.3810 -1.3002 4.9630 0.5 -0.8 -0.7
C -2.8295 -0.9651 5.1593 0.1 0.0 -0.2
N -0.7187 -0.6690 4.0639 -1.1 1.5 0.7
C 0.5993 -0.1448 4.0479 0.9 -0.4 -0.6
P 0.8131 0.4393 5.8563 -0.6 -0.4 0.2
N -0.1101 1.8508 5.7399 0.4 0.3 0.6
O 2.3108 1.1320 5.9386 0.3 0.0 -0.5
C 0.7330 1.0718 3.1072 0.2 -0.4 0.4
C 0.6364 0.8082 1.5811 -0.7 1.0 0.6
C -0.8693 0.9016 1.2903 -0.1 -0.4 0.2
P 1.6650 2.1614 0.6820 0.3 -0.5 -0.5
O 1.9822 3.1519 1.9225 -0.1 0.3 0.1
Br 0.2092 3.4012 -0.4436 -0.1 0.0 0.0
N 1.3053 -0.5513 1.1793 -0.9 0.3 0.0
C 0.3039 -1.6463 0.7985 0.4 -0.5 -0.3
C -0.6685 -2.4008 1.7280 -0.2 0.5 -0.1
O -1.7945 -2.0179 1.8215 -0.5 -0.1 -0.1
O -0.2246 -3.5762 2.1579 0.2 -0.3 -0.5
C 2.0879 -0.4715 -0.1512 -0.6 0.2 0.0
O 3.1812 -0.8846 -0.2166 0.9 -0.5 -0.1
C 1.4113 -0.1668 -1.5231 0.3 0.2 -0.3
F 0.1828 0.3552 -1.4706 0.0 0.0 0.2
F 2.2156 0.7399 -2.1240 -0.2 -0.2 0.1
C 1.3836 -1.4778 -2.4203 -0.5 0.2 -0.2
F 0.1150 -1.6387 -2.8495 0.3 0.0 0.1
F 1.6988 -2.5706 -1.6868 0.0 0.1 -0.1
C 2.3014 -1.4502 -3.6792 -0.1 -0.6 -0.3
F 2.0900 -2.6561 -4.2639 0.0 0.3 0.0
F 1.8766 -0.4946 -4.5156 0.0 0.0 0.2
C 3.8098 -1.3654 -3.3527 -0.1 0.2 -0.3
O 4.3716 -2.3063 -2.9012 0.2 -0.3 0.5
O 4.3429 -0.1843 -3.6538 -0.4 0.5 0.4
C 2.3687 -0.9261 2.2424 0.8 -1.0 0.1
O 3.3673 0.0380 2.0793 -0.8 0.5 -0.1
C 3.9433 0.8595 3.0784 0.7 0.8 0.4
C 5.3726 0.4526 3.4220 -0.4 -0.6 -0.1
N 6.2001 0.2234 2.2481 0.5 0.1 0.5
C 6.8313 1.4348 1.7202 -0.2 0.0 0.2
C 8.2732 1.2836 1.2154 -0.2 0.0 -0.8
C 8.5978 -0.0533 0.5496 0.0 -0.2 0.6
O 8.5080 2.3587 0.3000 0.1 0.0 0.2
B 3.1196 -2.3663 1.9651 0.2 -0.1 -0.4
O 2.5927 -3.4670 1.3232 -0.2 0.4 -0.1
O 4.3579 -2.3808 2.5047 -0.3 -0.3 0.6
C 1.7813 -1.0711 3.6449 -0.2 0.0 0.8
F 1.4727 -2.4236 3.8367 0.0 0.4 -0.2
H -1.7140 -3.0069 6.2236 0.1 0.0 0.0
H -0.1645 -2.2110 6.5160 0.0 -0.1 -0.1
H -0.4030 -3.1883 5.0491 0.1 0.0 0.1
H -3.1219 -0.1302 4.5257 0.0 -0.1 0.0
H -3.4806 -1.8280 5.0072 0.0 0.0 0.0
H -2.9277 -0.6685 6.2095 -0.1 0.0 0.0
H -0.4383 2.0982 6.6691 -0.2 0.0 -0.1
H 0.4484 2.6449 5.4273 -0.2 0.0 -0.2
H 3.0128 0.4766 6.0377 0.0 0.1 0.3
H 1.6513 1.5672 3.4102 0.0 0.0 -0.3
H -0.0659 1.7668 3.3554 0.0 -0.1 -0.1
H -1.4189 0.3549 2.0550 0.1 -0.2 0.0
H -1.1541 1.9439 1.4119 0.0 0.0 -0.1
H -1.1968 0.5666 0.3159 0.0 0.2 -0.2
H 1.9040 4.0857 1.6764 0.1 -0.1 0.1
H 0.8893 -2.4078 0.2925 0.1 -0.1 0.4
H -0.3541 -1.2517 0.0303 0.0 0.4 0.3
H -0.9160 -4.2413 1.9864 0.0 0.1 0.5
H 5.0302 0.0342 -3.0047 0.3 -0.3 -0.4
H 3.9546 1.8830 2.6870 0.0 -0.2 -0.2
H 3.3822 0.9477 4.0041 -0.2 -0.3 -0.1
H 5.7582 1.2288 4.0996 0.1 0.1 -0.1
H 5.3463 -0.4808 3.9918 0.0 0.0 -0.1
H 6.9143 -0.4399 2.5215 0.0 -0.1 -0.2
H 6.8330 2.2263 2.4811 0.0 0.1 -0.1
H 6.2254 1.8065 0.8859 0.0 0.0 -0.1
H 8.9831 1.4482 2.0266 0.0 0.0 0.0
H 7.7886 -0.4270 -0.0800 0.0 0.1 -0.1
H 9.5256 0.0384 -0.0121 -0.1 0.1 -0.1
H 8.7838 -0.8095 1.3191 -0.1 -0.1 -0.1
H 7.8397 2.3082 -0.3924 0.1 0.0 0.0
H 2.8149 -3.5601 0.3900 0.2 -0.2 0.1
H 4.6527 -3.2932 2.6556 0.3 0.1 -0.3
H 2.6032 -0.8918 4.3455 0.2 0.0 -0.3
C -0.7949 -8.0130 -0.1524 0.0 0.0 -0.1
C -0.4893 -7.1082 1.0228 -0.1 0.0 0.0
O -1.7623 -6.8951 1.5848 0.1 -0.1 0.2
C -2.5465 -7.9870 1.2851 0.0 0.0 -0.1
O -3.5748 -8.2340 1.8025 0.0 0.0 0.0
O -1.9427 -8.7208 0.3210 0.0 0.0 0.0
F 0.0143 -5.8957 0.6498 0.0 -0.1 -0.1
H -1.0646 -7.4293 -1.0341 0.0 0.1 0.0
H 0.0085 -8.7006 -0.3983 -0.1 -0.1 0.1
H 0.1723 -7.5411 1.7740 0.1 0.1 0.0
C -4.3154 0.2307 0.4854 0.0 0.0 -0.1
C -5.8207 0.3223 0.3347 0.1 -0.1 0.2
O -6.0680 1.6839 0.6455 0.0 0.0 -0.2
C -4.9627 2.3958 0.3224 0.0 0.0 0.1
O -4.9089 3.5729 0.2076 0.0 0.0 0.0
O -3.9058 1.5597 0.1317 0.1 -0.2 0.0
F -6.4646 -0.4710 1.2189 0.0 0.1 0.1
H -4.0367 0.0158 1.5165 -0.1 0.0 0.1
H -3.8532 -0.4980 -0.1747 0.0 0.1 -0.1
H -6.1904 0.1185 -0.6682 -0.1 -0.1 0.0
C -6.2903 1.9936 -3.3672 0.1 0.0 0.0
C -7.2917 2.9662 -3.9569 -0.1 0.0 0.1
O -8.4964 2.2265 -3.8964 -0.1 0.1 0.1
C -8.4070 1.3486 -2.8636 0.0 -0.1 -0.1
O -9.3040 0.7537 -2.3818 0.0 -0.1 0.0
O -7.1074 1.2521 -2.4549 0.2 0.1 -0.1
F -7.0286 3.2890 -5.2456 0.1 -0.2 -0.1
H -5.8937 1.3237 -4.1322 -0.1 0.0 -0.1
H -5.4717 2.4837 -2.8453 -0.1 0.0 0.2
H -7.4048 3.8909 -3.3923 0.0 0.0 0.0
C -7.9833 7.8018 -5.4020 0.2 0.0 -0.1
C -8.2964 6.4581 -4.7775 0.0 0.3 0.0
O -9.6045 6.6431 -4.2912 -0.1 -0.2 -0.2
C -10.2130 7.5909 -5.0718 0.2 0.1 0.0
O -11.3738 7.8029 -5.0921 -0.1 0.0 0.1
O -9.2821 8.2341 -5.8163 -0.1 0.0 0.0
F -7.4670 6.1730 -3.7294 0.0 0.0 0.0
H -7.5871 8.4922 -4.6557 0.0 -0.1 0.1
H -7.3060 7.7454 -6.2503 -0.2 0.0 0.0
H -8.2817 5.6186 -5.4748 0.1 -0.1 0.1
C 9.7178 -5.1563 0.3103 0.0 -0.1 0.0
C 9.9782 -4.3511 1.5666 -0.1 0.0 -0.1
O 8.6611 -4.0781 2.0265 0.2 -0.2 0.1
C 7.8589 -5.0845 1.5846 -0.3 0.0 0.1
O 6.7657 -5.3050 1.9930 -0.1 0.2 0.0
O 8.4788 -5.8014 0.6326 0.2 0.0 -0.1
F 10.6142 -3.1880 1.3103 -0.1 0.1 0.0
H 9.5780 -4.5007 -0.5497 0.0 0.1 0.0
H 10.4849 -5.8925 0.0925 -0.1 -0.1 0.1
H 10.5223 -4.8875 2.3450 0.1 0.1 0.0
C -4.7720 3.9224 -8.5013 0.1 -0.1 0.0
C -6.2785 3.8266 -8.6345 0.0 0.1 0.3
O -6.7078 4.9914 -7.9518 -0.1 0.2 -0.3
C -5.7144 5.9208 -8.0230 0.1 -0.4 0.0
O -5.8406 7.0645 -7.7475 0.1 0.1 0.0
O -4.5670 5.3373 -8.4441 -0.1 0.0 0.0
F -6.7916 2.7491 -8.0023 0.1 -0.1 -0.1
H -4.4394 3.4715 -7.5651 -0.1 -0.1 0.0
H -4.2289 3.4869 -9.3345 0.0 0.2 -0.1
H -6.6466 3.8513 -9.6610 -0.1 -0.1 0.0
```
Forces are in eV/Å.

Calculated values
Charge: +1
Highest occupied orbital energy, eV: -11.05
DFT total energy, Eh: -8498.03676
Largest force on an atom, Eh/bohr: 0.0379
Gap between HOMO and LUMO, eV: 7.38
LUMO, eV: -3.66

Atom charges from the Löwdin analysis, given in e for atoms 1 to 8: -0.032 -0.402 -0.021 0.073 -0.468 0.940 -0.139 -0.294


Computed, not measured: a structure of composition C39H53N2ORuSi at a distorted geometry, with ωB97M-V/def2-TZVPD.

Geometry as XYZ:
```
97
Properties=species:S:1:pos:R:3:forces:R:3
Ru 0.3059 0.1468 -0.1608 0.0 -1.8 5.1
C 0.6634 -0.9780 2.3945 -0.1 -0.5 0.1
C -0.6821 -0.5533 2.4309 -0.2 -0.5 0.2
C -0.6610 0.8763 2.3985 0.0 0.5 0.2
C 0.6928 1.2590 2.4152 0.0 0.4 -0.1
C 1.5131 0.1300 2.4216 0.9 0.0 -0.2
C 3.0180 0.1059 2.6620 -0.9 1.1 0.1
C 3.6616 1.4360 2.2290 -0.1 -0.3 0.0
C 3.6595 -1.0399 1.8605 7.9 3.2 14.5
C 3.2771 -0.1127 4.1623 0.3 -0.4 -0.2
C -1.7728 1.9404 2.2874 0.4 -0.6 0.0
C -2.7409 1.8641 3.4795 0.0 0.2 -0.3
C -2.5254 1.7908 0.9496 -3.0 -3.8 7.6
C -1.1559 3.3612 2.2934 0.1 -0.3 0.5
C -1.7905 -1.5602 2.7989 0.2 0.0 -0.5
C -3.0846 -1.3493 2.0033 0.0 -0.2 0.1
C -2.0532 -1.4653 4.3125 0.1 0.1 -0.1
C -1.3133 -2.9995 2.4959 0.0 0.2 0.1
H 0.9945 -2.0027 2.3258 -0.1 -0.2 0.3
H 1.0574 2.2685 2.4616 0.0 0.2 -0.1
H 3.4530 1.6483 1.1802 -0.2 0.1 0.2
H 4.7428 1.3953 2.3600 0.1 0.0 0.0
H 3.2857 2.2659 2.8274 -0.1 -0.1 0.0
H 3.5214 -0.8898 0.7899 5.1 6.1 -1.9
H 3.2211 -2.0015 2.1263 0.8 0.1 2.4
H 4.7290 -1.0962 2.0594 0.4 -0.1 -0.2
H 2.8169 0.6757 4.7541 -0.1 0.1 -0.2
H 4.3445 -0.1092 4.3735 0.3 0.0 0.1
H 2.8709 -1.0655 4.4982 -0.1 -0.1 0.0
H -3.3410 0.9629 3.4741 0.0 -0.1 0.0
H -3.4314 2.7054 3.4638 -0.1 0.2 0.0
H -2.1913 1.8972 4.4191 0.1 0.0 0.0
H -2.9483 0.7977 0.8277 0.1 0.1 -0.2
H -1.8538 1.9626 0.1072 0.5 -6.1 3.7
H -3.3432 2.5096 0.8765 0.1 -1.7 2.2
H -0.6405 3.5563 3.2334 0.0 0.0 0.0
H -1.9265 4.1214 2.1717 -0.1 0.0 0.0
H -0.4450 3.4908 1.4770 0.4 0.2 0.6
H -3.5887 -0.4291 2.2761 0.0 0.0 -0.1
H -3.7908 -2.1575 2.1907 0.0 -0.2 0.1
H -2.8783 -1.3322 0.9333 0.1 0.1 -0.1
H -2.3758 -0.4691 4.6039 0.0 0.0 0.0
H -1.1432 -1.6809 4.8731 0.1 0.0 0.0
H -2.8196 -2.1724 4.6252 -0.1 -0.2 0.0
H -1.0296 -3.1063 1.4488 0.0 0.0 -0.1
H -2.0992 -3.7251 2.7041 -0.1 0.1 0.0
H -0.4549 -3.2735 3.1107 0.0 0.0 0.0
C 3.6780 -1.9411 -2.6213 0.2 -0.4 0.5
Si 3.3126 -0.7758 -1.1942 -1.5 1.7 -3.2
C 3.0362 -1.8167 0.3497 -3.3 -8.8 -11.2
C 4.8012 0.3259 -0.9085 0.2 -0.2 0.5
N 1.8686 0.1387 -1.5035 2.2 -0.9 0.8
C 1.6875 1.1076 -2.4348 -0.3 0.8 -0.8
C 2.6098 1.4683 -3.4376 -0.1 0.5 -0.4
C 2.3689 2.5030 -4.3508 0.0 -0.4 0.4
C 1.1861 3.2239 -4.2934 0.2 -0.1 0.0
C 0.2353 2.8948 -3.3333 0.1 -0.6 0.5
C 0.4646 1.8391 -2.4309 0.3 1.2 -1.5
O -0.4615 1.4594 -1.4653 0.4 2.6 -2.8
C -1.7148 2.0109 -1.4675 -0.9 1.1 -4.7
C -2.6664 1.6334 -2.4143 0.1 0.4 0.7
C -3.9551 2.1639 -2.3451 -0.1 -0.6 -0.5
C -4.2919 3.0474 -1.3166 0.9 0.5 0.6
C -3.3440 3.3989 -0.3540 -2.9 3.5 -4.1
C -2.0544 2.8734 -0.4259 1.6 4.9 -3.7
H 4.5400 -2.5723 -2.3850 0.0 -0.1 -0.1
H 3.9030 -1.3957 -3.5417 -0.1 0.1 0.2
H 2.8219 -2.5953 -2.8129 0.1 0.1 0.0
H 3.9215 -2.4221 0.5662 -0.3 -0.4 -0.7
H 2.1847 -2.4905 0.2157 -0.4 0.0 -0.2
H 2.8380 -1.1780 1.2157 -9.8 -0.5 -1.2
H 5.6567 -0.2721 -0.5791 0.2 0.1 0.0
H 4.5908 1.0682 -0.1326 0.2 -0.1 -0.3
H 5.0995 0.8567 -1.8162 -0.2 -0.1 0.1
H 3.5534 0.9418 -3.5334 -0.1 -0.1 0.2
H 3.1200 2.7381 -5.0973 0.0 0.0 0.0
H 1.0022 4.0339 -4.9895 0.0 0.0 0.1
H -0.6802 3.4727 -3.2955 -0.1 -0.2 0.2
H -2.3927 0.9281 -3.1939 0.0 0.1 0.1
H -4.6954 1.8783 -3.0863 0.1 0.1 0.1
H -5.2984 3.4530 -1.2590 0.2 0.0 0.1
H -3.6081 4.0707 0.4569 0.2 0.3 -0.4
H -1.3076 3.1209 0.3234 0.7 2.4 -2.1
N -0.4801 -1.2142 -1.5218 -1.0 -3.1 -2.2
C -0.9189 -1.9739 -2.2818 0.4 0.8 0.7
C -1.4608 -2.9121 -3.2204 -0.2 -0.2 -0.3
C -2.0742 -2.4575 -4.3931 -0.2 -0.1 -0.3
C -2.6016 -3.3726 -5.3064 0.2 0.0 0.3
C -2.5173 -4.7411 -5.0504 0.1 0.1 0.1
C -1.9066 -5.1984 -3.8826 0.0 0.3 0.0
C -1.3783 -4.2858 -2.9674 -0.1 -0.3 -0.1
H -2.1452 -1.3919 -4.6024 0.1 -0.2 0.1
H -3.0782 -3.0188 -6.2176 0.1 0.0 0.2
H -2.9284 -5.4530 -5.7626 0.1 0.1 0.1
H -1.8423 -6.2660 -3.6855 0.0 0.2 0.0
H -0.9039 -4.6530 -2.0594 -0.1 0.2 -0.2
H -1.5218 0.1468 -0.1608 0.5 -0.5 0.3
```
Forces are in eV/Å.

Calculated values
Charge: 0
Multiplicity: 6
Highest occupied orbital energy (spin up / spin down), eV: -4.65 / -5.73
DFT total energy, Eh: -2086.07367
Largest force on an atom, Eh/bohr: 0.3266
Gap between HOMO and LUMO (spin up / spin down), eV: 4.66 / 4.95
LUMO (spin up / spin down), eV: 0.01 / -0.78

Atom charges from the Löwdin analysis, given in e for atoms 1 to 8: 1.139 -0.107 -0.182 -0.171 -0.082 -0.281 -0.452 -0.032


Computed, not measured: a structure of composition C39H53N3O6ReSSi3 at a distorted geometry, with ωB97M-V/def2-TZVPD.

Geometry as XYZ:
```
106
Properties=species:S:1:pos:R:3:forces:R:3
Re -0.8278 -0.0257 0.3027 -0.3 -0.8 0.6
O -2.4591 0.7751 -0.3973 0.4 0.0 -0.2
S -2.1511 2.3105 0.0098 0.0 0.2 -0.6
O -3.2805 2.8558 0.6904 0.0 -0.1 0.1
O -0.9852 2.0056 0.9364 0.0 0.1 0.1
O -1.7246 2.9569 -1.1994 -0.1 0.1 0.1
C -1.5546 -4.0580 3.2379 0.0 0.1 0.0
Si -0.6513 -2.5125 2.6403 0.0 -0.1 0.0
C 0.6093 -3.2477 1.4542 0.0 0.0 0.1
C 0.0844 -1.6646 4.1345 0.0 0.0 0.0
C -1.8294 -1.3409 1.6729 0.1 0.2 0.0
C -2.2180 -2.2009 0.5245 0.0 0.0 -0.1
C -3.1896 -3.1819 0.3577 0.0 0.0 0.0
C -3.2440 -3.8443 -0.8559 0.0 0.0 0.0
C -2.3640 -3.5078 -1.8836 0.0 0.0 0.0
C -1.4668 -2.4813 -1.6817 0.0 0.0 0.0
N -1.4058 -1.8583 -0.5028 0.0 0.0 0.1
Si -3.2139 -0.5536 2.7227 -0.1 0.1 0.1
C -4.6807 -0.0975 1.6460 0.1 0.0 0.0
C -2.5476 0.9332 3.6369 0.0 0.0 0.0
C -3.9044 -1.7236 4.0342 0.1 0.0 0.0
H -0.7944 -4.7190 3.6667 0.0 0.0 0.0
H -2.0173 -4.6042 2.4134 0.0 0.0 0.0
H -2.3048 -3.8838 4.0048 0.0 0.0 0.0
H 1.3782 -3.7704 2.0300 0.0 0.0 0.0
H 1.0904 -2.5182 0.8117 0.1 0.1 0.0
H 0.1176 -3.9920 0.8208 0.0 0.0 0.0
H 1.0747 -2.0644 4.3628 0.0 0.0 0.0
H -0.5494 -1.8310 5.0091 0.0 0.0 0.0
H 0.1895 -0.5914 3.9908 0.0 0.1 0.0
H -3.8654 -3.4198 1.1676 0.0 0.0 0.0
H -3.9747 -4.6282 -1.0100 0.0 0.0 0.0
H -2.3973 -4.0143 -2.8367 0.0 0.0 0.0
H -0.7935 -2.1271 -2.4493 0.0 0.0 0.0
H -4.4549 0.6991 0.9393 0.0 0.0 0.1
H -5.4864 0.2491 2.2988 0.0 0.0 0.0
H -5.0593 -0.9589 1.0892 0.0 0.0 0.0
H -2.0886 1.6594 2.9661 0.0 0.0 0.0
H -1.8108 0.6358 4.3871 0.0 0.0 0.0
H -3.3736 1.4264 4.1566 0.0 0.0 0.0
H -4.2837 -2.6631 3.6270 0.0 0.0 0.0
H -4.7435 -1.2154 4.5181 0.0 0.0 0.0
H -3.1742 -1.9575 4.8109 0.0 0.0 0.0
C 5.0643 0.8707 0.8919 0.0 0.0 0.0
C 3.8446 0.0033 0.5531 0.0 0.1 0.0
C 3.6976 -0.0604 -0.9729 0.0 0.0 0.1
C 4.0634 -1.4192 1.0751 0.0 0.0 0.0
Si 2.2743 0.8344 1.2184 0.0 0.1 0.1
O 0.9850 -0.1539 0.7879 0.0 0.1 -0.4
C 2.1578 2.5584 0.4902 0.0 -0.1 0.0
C 1.5171 2.8472 -0.7150 0.0 0.0 0.0
C 1.5058 4.1344 -1.2315 0.0 0.0 0.0
C 2.1536 5.1598 -0.5582 0.0 0.0 0.0
C 2.8014 4.8934 0.6402 0.0 0.0 0.0
C 2.7956 3.6070 1.1599 0.0 0.0 0.0
C 2.2039 1.0765 3.0764 0.0 0.0 0.0
C 1.1340 1.8391 3.5622 0.0 0.0 0.0
C 0.9665 2.0563 4.9209 0.0 0.0 0.0
C 1.8738 1.5216 5.8261 0.0 0.0 0.0
C 2.9516 0.7812 5.3644 0.0 0.0 0.0
C 3.1127 0.5644 4.0018 0.0 0.0 0.0
H 5.9682 0.4178 0.4695 0.0 0.0 0.0
H 5.2154 0.9671 1.9696 0.0 0.0 0.0
H 4.9695 1.8763 0.4773 0.0 0.0 0.0
H 4.5756 -0.5484 -1.4113 0.0 0.0 0.0
H 3.6202 0.9431 -1.3996 0.0 0.0 0.1
H 2.8099 -0.6286 -1.2652 0.0 0.0 0.0
H 4.9460 -1.8515 0.5903 0.0 0.0 0.0
H 3.2172 -2.0653 0.8538 -0.1 -0.1 0.0
H 4.2354 -1.4524 2.1511 0.0 0.0 0.0
H 0.9795 2.0675 -1.2394 0.1 0.2 0.1
H 0.9679 4.3377 -2.1491 0.0 0.0 0.0
H 2.1413 6.1665 -0.9567 0.0 0.0 0.0
H 3.2993 5.6899 1.1789 0.0 0.0 0.0
H 3.2880 3.4231 2.1089 0.0 0.0 0.0
H 0.4166 2.2629 2.8656 0.0 0.0 0.0
H 0.1249 2.6407 5.2719 0.0 0.0 0.0
H 1.7437 1.6868 6.8883 0.0 0.0 0.0
H 3.6687 0.3713 6.0649 0.0 0.0 0.0
H 3.9648 -0.0130 3.6683 0.0 0.0 0.0
C -0.0736 1.3650 -6.6115 0.0 0.0 0.0
N 0.4810 0.6137 -5.4931 -0.1 -0.1 -0.1
N -0.3198 0.5672 -4.3535 0.0 0.0 0.2
C 0.4825 0.6001 -3.2135 -0.1 -0.1 -0.1
O 0.0675 0.4149 -2.0666 -0.1 -0.1 -0.2
C 1.8189 0.8106 -3.7079 0.0 0.1 0.0
C 1.7610 0.8457 -5.0595 0.1 0.1 0.0
C 2.8443 1.1302 -6.0394 0.0 0.0 0.0
C -1.6002 -0.0449 -4.4306 0.1 -0.1 0.0
C -1.8040 -1.1407 -5.2650 0.0 0.0 0.1
C -3.0571 -1.7326 -5.3084 0.0 0.0 0.0
C -4.0839 -1.2513 -4.5066 0.0 0.0 0.0
C -3.8625 -0.1627 -3.6756 0.0 0.0 0.0
C -2.6234 0.4610 -3.6473 -0.1 0.0 0.0
H -1.0832 1.0121 -6.8052 0.0 0.0 0.0
H 0.5324 1.1776 -7.4944 0.0 0.0 0.0
H -0.1025 2.4376 -6.4006 0.0 0.0 0.0
H 2.6976 0.8888 -3.0932 -0.1 0.0 -0.1
H 3.8057 1.1335 -5.5321 0.0 0.0 0.0
H 2.7010 2.1083 -6.5030 0.0 0.0 0.0
H 2.8674 0.3806 -6.8308 0.0 0.0 0.0
H -0.9863 -1.5217 -5.8637 0.0 0.0 0.0
H -3.2280 -2.5782 -5.9627 0.0 0.0 0.0
H -5.0583 -1.7220 -4.5359 0.0 0.0 0.0
H -4.6569 0.2187 -3.0473 0.0 0.0 0.0
H -2.4485 1.3326 -3.0363 0.1 0.1 0.2
```
Forces are in eV/Å.

Calculated values
Charge: 0
Multiplicity: 2
Highest occupied orbital energy (spin up / spin down), eV: -7.60 / -7.65
DFT total energy, Eh: -3478.75921
Largest force on an atom, Eh/bohr: 0.0211
Gap between HOMO and LUMO (spin up / spin down), eV: 7.37 / 7.36
LUMO (spin up / spin down), eV: -0.23 / -0.29

Atom charges from the Löwdin analysis, given in e for atoms 1 to 8: 1.599 -0.467 0.368 -0.262 -0.455 -0.285 -0.164 0.497